[1]
Molecular formula: C50H45NO11P2RbS2
Method: DFT, ωB97M-V/def2-TZVPD

Calculated values
Highest occupied orbital energy, eV: -5.61
Kohn-Sham gap, eV: 7.40
Total charge: -1
E, Eh: -4318.324260
Maximum force, eV Å⁻¹: 0.850

Last column: Mulliken charge in e.
CARTESIAN COORDINATES (ANGSTROEM)
Rb (-0.51713, -0.03480, -0.54155)  1.08
C (7.01461, 1.12434, 5.16568)  -1.62
C (5.78852, 0.69348, 4.40466)  1.15
C (4.52562, 1.14512, 4.76674)  -0.90
C (3.39900, 0.76989, 4.04811)  -0.31
C (3.54411, -0.07759, 2.96888)  0.95
C (4.79533, -0.52451, 2.56782)  -0.63
C (5.90904, -0.14375, 3.29475)  -0.87
S (2.08309, -0.52051, 2.02489)  0.45
O (0.98385, 0.37139, 2.46736)  -0.54
C (1.90792, -2.17639, 2.76083)  0.85
C (2.58347, -3.17029, 2.01050)  -1.11
C (2.57213, -4.46947, 2.40727)  -1.10
C (1.85513, -4.85528, 3.56662)  0.99
C (1.79780, -6.20714, 3.98190)  -1.01
C (1.06529, -6.57136, 5.07390)  -0.70
C (0.35581, -5.59397, 5.80260)  -0.89
C (0.39910, -4.28161, 5.42946)  -0.99
C (1.15108, -3.87112, 4.30001)  1.43
C (1.18800, -2.50192, 3.87703)  -0.98
C (0.43740, -1.49519, 4.68792)  -0.41
C (0.99288, -1.03297, 5.91387)  1.38
C (2.26967, -1.45582, 6.36749)  -0.80
C (2.78671, -0.98260, 7.53768)  -0.69
C (2.05825, -0.05933, 8.31997)  -0.73
C (0.82801, 0.36478, 7.90973)  -0.98
C (0.26029, -0.10990, 6.70080)  0.76
C (-1.01204, 0.32302, 6.25753)  -1.28
C (-1.52844, -0.13014, 5.08016)  -0.66
C (-0.80231, -1.05120, 4.30469)  0.15
S (-1.45746, -1.47259, 2.67359)  1.53
O (-2.72069, -0.66990, 2.57340)  -1.05
C (-1.94378, -3.15603, 3.04909)  0.51
C (-2.83678, -3.42941, 4.07366)  -0.71
C (-3.18349, -4.74234, 4.33800)  -0.99
C (-2.64761, -5.78660, 3.58715)  1.10
C (-3.03002, -7.21422, 3.87324)  -1.80
C (-1.77413, -5.48751, 2.54745)  -0.88
C (-1.42878, -4.17620, 2.26514)  -0.11
H (6.74454, 1.65375, 6.07839)  0.36
H (7.62852, 1.79163, 4.55788)  0.32
H (7.63076, 0.26558, 5.43565)  0.37
H (4.41762, 1.80544, 5.61907)  0.33
H (2.41112, 1.13307, 4.30334)  0.64
H (4.90413, -1.13994, 1.68336)  0.23
H (6.89093, -0.48179, 2.98479)  0.43
H (3.09905, -2.87797, 1.10248)  0.46
H (3.08955, -5.22640, 1.83061)  0.45
H (2.34022, -6.94901, 3.40786)  0.44
H (1.02088, -7.60851, 5.38118)  0.42
H (-0.23724, -5.89078, 6.65816)  0.42
H (-0.16054, -3.54231, 5.98692)  0.45
H (2.83852, -2.14960, 5.76137)  0.46
H (3.76623, -1.30618, 7.86525)  0.44
H (2.48151, 0.31294, 9.24420)  0.39
H (0.26367, 1.07538, 8.50191)  0.43
H (-1.56146, 1.03435, 6.86238)  0.37
H (-2.48344, 0.20957, 4.69970)  0.72
H (-3.25094, -2.61615, 4.65761)  0.50
H (-3.87455, -4.96478, 5.14297)  0.34
H (-3.40594, -7.32588, 4.89009)  0.39
H (-2.17496, -7.87866, 3.74416)  0.37
H (-3.81331, -7.54214, 3.18701)  0.34
H (-1.36956, -6.28968, 1.94218)  0.38
H (-0.78071, -3.93359, 1.43266)  0.70
O (3.04002, 1.48058, 0.06844)  -0.20
C (3.51574, 1.68303, -1.25108)  2.18
C (2.24691, 1.86816, -2.19166)  0.14
O (2.45879, 2.15239, -3.36457)  -0.75
O (1.15799, 1.67485, -1.57984)  -0.81
C (4.26765, 0.47092, -1.76195)  -1.15
C (5.07205, 0.57326, -2.89541)  -0.25
C (5.73492, -0.53790, -3.39270)  -0.95
C (5.60553, -1.77388, -2.77102)  -0.51
C (4.79676, -1.88493, -1.64962)  -0.78
C (4.13405, -0.77024, -1.15106)  0.78
C (4.40755, 2.91570, -1.23796)  -0.30
C (5.67148, 2.80397, -0.66489)  -0.11
C (6.50189, 3.90718, -0.54000)  -0.83
C (6.07750, 5.14863, -0.99363)  -0.40
C (4.81954, 5.26991, -1.56737)  -0.83
C (3.99117, 4.16178, -1.69102)  -0.41
H (2.06751, 1.56640, -0.09141)  0.22
H (5.15718, 1.53079, -3.39222)  0.49
H (6.35239, -0.44272, -4.27740)  0.38
H (6.12176, -2.64166, -3.16242)  0.40
H (4.67421, -2.84880, -1.16725)  0.40
H (3.48724, -0.84939, -0.28949)  0.51
H (6.00300, 1.83297, -0.31204)  0.38
H (7.48153, 3.79852, -0.09024)  0.38
H (6.72380, 6.01334, -0.90493)  0.38
H (4.48019, 6.23293, -1.92867)  0.40
H (3.02468, 4.26561, -2.16287)  0.48
N (-3.35660, -3.23441, -2.93465)  -0.24
C (-3.78323, -2.03985, -2.09804)  0.47
C (-5.28102, -1.82819, -2.21128)  -1.80
P (-2.70815, -0.67228, -2.72219)  0.79
O (-3.51288, -0.33819, -4.11339)  -0.55
O (-1.42714, -1.38626, -3.05210)  -0.94
O (-2.72764, 0.52312, -1.84398)  -0.87
P (-3.30053, -2.62984, -0.37732)  0.83
O (-4.35430, -1.89467, 0.57617)  -0.56
O (-3.60368, -4.09883, -0.48544)  -0.98
O (-1.91159, -2.16864, -0.05119)  -0.18
H (-3.87506, -3.30600, -3.80611)  0.32
H (-3.47416, -4.05349, -2.29390)  0.40
H (-2.34993, -3.03574, -3.14089)  0.32
H (-5.57620, -1.67161, -3.25081)  0.43
H (-5.54959, -0.94045, -1.64292)  0.34
H (-5.82794, -2.67502, -1.79078)  0.44
H (-3.43265, 0.60887, -4.28474)  0.31
H (-3.86413, -1.34576, 1.23031)  0.45

Atoms 1-6, force components in eV/Å:
Rb 0.677 0.266 0.440
C -0.041 -0.015 -0.045
C 0.022 0.004 0.022
C 0.013 -0.013 0.000
C -0.048 0.000 0.011
C -0.040 0.107 -0.076


[2]
Molecular formula: C34H41BN8S2Ti
Method: DFT, ωB97M-V/def2-TZVPD

Calculated values
Highest occupied orbital energy (alpha / beta), eV: -0.73 / -1.50
Kohn-Sham gap (alpha / beta), eV: 4.99 / 5.75
Total charge: -2
E, Eh: -3429.166002
Maximum force, eV Å⁻¹: 0.634
Spin multiplicity: 3
⟨S²⟩: 2.005

Last column: Löwdin spin population.
CARTESIAN COORDINATES (ANGSTROEM)
Ti (-0.72139, 0.82369, -0.56530)  1.78
C (1.31684, -1.08824, 2.14760)  0.00
C (1.46586, -2.13008, 1.19774)  0.00
C (1.76557, -1.51286, -0.04996)  0.00
C (1.75647, -0.09257, 0.17815)  0.01
C (1.54468, 0.15482, 1.55718)  0.00
C (2.01885, 1.36796, 2.34864)  0.00
C (2.01135, 2.66283, 1.54109)  0.00
C (3.47899, 1.08488, 2.75890)  0.00
C (1.19711, 1.57189, 3.62480)  0.00
C (2.28176, -2.08575, -1.37916)  0.00
C (1.19401, -2.71761, -2.26278)  0.00
C (3.41420, -3.10602, -1.17025)  0.00
C (2.91838, -0.96347, -2.21426)  0.00
C (1.36541, -3.58828, 1.67952)  0.00
C (0.68425, -4.54995, 0.70029)  0.00
C (0.53499, -3.66558, 2.97543)  0.00
C (2.75537, -4.13694, 2.05914)  0.00
H (1.11042, -1.23255, 3.19897)  0.00
H (2.21947, 0.62905, -0.48373)  0.01
H (2.62767, 2.57673, 0.64278)  0.00
H (2.41635, 3.47947, 2.14917)  0.00
H (1.00705, 2.93214, 1.22242)  0.00
H (4.08538, 0.87739, 1.87366)  0.00
H (3.53144, 0.21069, 3.41200)  0.00
H (3.90994, 1.94641, 3.28374)  0.00
H (0.16359, 1.81837, 3.38085)  0.00
H (1.61996, 2.39269, 4.21560)  0.00
H (1.20740, 0.67501, 4.24886)  0.00
H (0.64510, -3.50121, -1.74844)  0.00
H (1.64107, -3.14665, -3.16870)  0.00
H (0.47334, -1.96526, -2.56940)  0.00
H (3.06375, -4.05689, -0.77865)  0.00
H (4.16197, -2.70993, -0.47957)  0.00
H (3.90299, -3.31286, -2.12935)  0.00
H (2.20735, -0.16725, -2.42261)  0.00
H (3.25740, -1.37023, -3.17247)  0.00
H (3.77670, -0.52897, -1.69667)  0.00
H (-0.29751, -4.17001, 0.41040)  0.00
H (0.54492, -5.52729, 1.17783)  0.00
H (1.26303, -4.71404, -0.20270)  0.00
H (-0.44682, -3.21364, 2.84816)  0.00
H (1.03612, -3.16366, 3.80398)  0.00
H (0.39956, -4.71490, 3.25915)  0.00
H (3.41196, -4.23645, 1.19746)  0.00
H (2.66546, -5.12203, 2.53459)  0.00
H (3.23323, -3.45430, 2.76491)  0.00
C (-0.22094, -0.14164, -4.89238)  0.00
C (0.15042, 0.53316, -3.72320)  0.01
N (-0.59684, 0.14139, -2.70072)  0.02
N (-1.46354, -0.77715, -3.17949)  0.01
C (-1.26077, -0.95709, -4.49385)  0.01
B (-2.68965, -1.23383, -2.36019)  0.00
N (-3.55234, 0.01539, -2.10591)  0.00
C (-4.87065, 0.20996, -2.28672)  0.01
C (-5.20021, 1.43546, -1.74783)  0.00
C (-3.98759, 1.92311, -1.23243)  0.01
N (-3.00926, 1.05859, -1.44785)  0.00
N (-2.30853, -1.83433, -0.99060)  0.01
C (-2.94472, -2.86054, -0.39138)  0.01
C (-2.70434, -2.79900, 0.96224)  0.00
C (-1.89972, -1.65736, 1.11613)  0.02
N (-1.68016, -1.08217, -0.05229)  0.02
H (0.20473, -0.04700, -5.87620)  0.00
H (0.90637, 1.28521, -3.56375)  0.00
H (-1.87562, -1.64766, -5.04671)  0.00
H (-3.30972, -2.04927, -2.99980)  0.00
H (-5.46438, -0.53407, -2.79251)  0.00
H (-6.16544, 1.91184, -1.73223)  0.00
H (-3.77248, 2.84451, -0.71530)  0.00
H (-3.51597, -3.55766, -0.98223)  0.00
H (-3.03166, -3.48581, 1.72373)  0.00
H (-1.44727, -1.23185, 1.99777)  0.00
S (-1.68688, 2.20847, 1.38812)  0.01
C (-1.60242, 3.85976, 0.83682)  0.01
C (-2.25769, 4.83386, 1.59952)  0.00
C (-2.26737, 6.18182, 1.25997)  0.01
C (-2.96500, 7.11827, 2.08717)  0.00
N (-3.52198, 7.86536, 2.76553)  0.00
C (-1.58834, 6.59223, 0.10014)  0.00
C (-0.93151, 5.64114, -0.66843)  0.00
C (-0.91178, 4.27783, -0.34535)  0.01
S (-0.06251, 3.19546, -1.40260)  0.01
C (-1.56911, 7.96739, -0.29942)  0.00
N (-1.55467, 9.07011, -0.63400)  0.00
H (-2.77962, 4.51035, 2.49086)  0.00
H (-0.41187, 5.95724, -1.56363)  0.00

Atoms 1-6, force components in eV/Å:
Ti -0.138 0.616 0.062
C 0.032 0.015 -0.019
C -0.089 -0.010 -0.046
C 0.080 0.016 0.067
C 0.171 -0.040 0.034
C 0.011 0.010 0.014